Record 1
13
Properties=species:S:1:pos:R:3:forces:R:3 method="wB97M-V/def2-TZVPD" orbital_gap_ev=9.15 energy_ev=-5759.006 relative_energy_kj_mol=82.8 homo_ev=-14.7850 lumo_energy_ev=-5.638 total_charge=+1 multiplicity=1 smiles="C=[NH+]C(=C)C"
C -1.1923 1.0815 -0.6713 0.00 -0.12 1.86
C -0.3250 -0.1147 -0.2301 -0.54 0.74 -1.38
C -0.7868 -1.3338 -0.0872 -1.52 -0.89 1.25
C 1.8534 -0.2380 0.8497 1.13 -1.71 1.52
N 1.0549 0.1908 -0.0512 0.69 0.47 1.02
H -0.6978 2.0160 -0.9687 0.40 -0.66 -0.59
H -1.9853 0.7727 -1.3906 0.56 0.41 0.87
H -1.5431 1.4227 0.3496 -0.68 -0.33 -1.25
H -0.4091 -2.2206 0.3989 1.20 0.10 -0.36
H -1.8566 -1.5051 -0.1720 -0.01 0.46 -0.50
H 2.9490 -0.0470 0.9560 -1.09 0.75 -0.85
H 1.5931 -0.9930 1.6524 -0.62 0.91 -1.32
H 1.3456 0.9685 -0.6353 0.48 -0.11 -0.26

***

Record 2
23
Properties=species:S:1:pos:R:3:forces:R:3 method="wB97M-V/def2-TZVPD" orbital_gap_ev=4.13 energy_ev=-11005.880 relative_energy_kj_mol=778.3 homo_ev=-7.7006 lumo_energy_ev=-3.573 total_charge=0 multiplicity=1
C -0.4925 -0.8426 -1.4277 -1.25 -1.26 0.46
N -1.6779 -0.7761 -0.6119 1.48 -0.01 0.22
C 1.5685 -0.5366 0.5617 1.85 1.35 -0.44
C 1.0355 0.0298 1.7950 -2.46 0.31 1.14
C 1.7736 1.0530 2.6709 0.36 -1.48 1.06
O -0.3419 0.4688 1.5324 0.54 0.24 -0.59
C -0.9247 -0.7986 -2.8874 -0.31 0.25 0.10
H 0.2443 -0.0152 -1.1428 0.45 0.32 0.41
H 0.0346 -1.7621 -1.1774 0.01 -0.03 -0.30
H -2.1471 0.1532 -0.6825 -0.50 0.73 -0.74
H 2.2561 0.1149 0.0109 -0.37 -0.18 -0.12
H 1.8325 -1.5829 0.4797 -0.78 -0.19 -0.26
H 0.7528 -0.7542 2.5027 0.86 -0.49 -0.19
H 1.8647 2.1234 2.4847 -0.23 -0.33 -0.66
H 2.7501 0.5947 2.9011 0.06 0.47 -0.27
H 1.2521 0.8828 3.6343 0.12 0.72 -0.37
H -0.4349 0.6829 0.5871 -0.21 0.77 0.23
H -0.1745 -0.6161 -3.6602 0.10 -0.03 0.37
H -1.3905 -1.7734 -3.0358 0.00 0.04 -0.36
H -1.7061 -0.0327 -2.9247 0.22 -0.01 -0.27
H -2.5793 2.4911 -0.8384 -0.03 -0.13 0.19
H -1.3778 -0.8005 0.3523 -0.43 -0.80 0.33
O -2.1179 1.6962 -1.1241 0.52 -0.27 0.07

***

Record 3
14
Properties=species:S:1:pos:R:3:forces:R:3 method="wB97M-V/def2-TZVPD" orbital_gap_ev=10.45 energy_ev=-8731.071 relative_energy_kj_mol=58.7 homo_ev=-9.7616 lumo_energy_ev=0.687 total_charge=0 multiplicity=1
C 1.6379 -0.3940 -0.7156 0.11 0.03 -0.05
C 1.1133 0.0821 0.6534 0.09 0.07 -0.01
N -0.2624 -0.3615 0.8388 -0.19 -0.06 -0.02
C -1.2567 0.3983 0.2742 0.13 0.16 0.04
N -1.1414 1.6516 0.0696 -0.18 -0.30 -0.02
C -2.4398 -0.3816 -0.0960 -0.90 -0.50 -0.28
N -3.3444 -1.0069 -0.4551 0.84 0.62 0.39
H 0.7932 -0.6662 -1.3604 0.17 0.13 0.10
H 2.2768 -1.2788 -0.6319 -0.06 0.15 0.03
H 2.1936 0.3903 -1.2344 0.05 -0.12 0.11
H 1.1080 1.1710 0.7259 0.00 -0.19 -0.06
H 1.7047 -0.2915 1.4954 -0.02 -0.01 -0.24
H -0.3899 -1.3603 0.7530 -0.09 0.10 0.04
H -1.9931 2.0476 -0.3169 0.06 -0.08 -0.01

***

Record 4
9
Properties=species:S:1:pos:R:3:forces:R:3 method="wB97M-V/def2-TZVPD" orbital_gap_ev="7.09 / 7.09" energy_ev=-32960.810 relative_energy_kj_mol=0.0 homo_ev="-3.7410 / -3.7388" lumo_energy_ev="3.354 / 3.354" total_charge=-1 multiplicity=1
C 3.3688 0.4417 0.3199 2.84 -0.87 1.79
O 2.0722 0.7893 0.4609 0.25 -0.58 -1.63
O 4.2468 0.4970 1.1640 -1.28 0.74 -0.43
O 3.5579 -0.1171 -0.8590 -1.27 0.27 -0.15
O 1.2969 -1.3462 -0.7943 0.36 -0.31 -0.34
O -1.8493 1.0185 -0.1661 1.08 -0.67 -1.19
S -0.5821 1.1336 -1.0928 -0.95 1.04 1.90
S 1.7008 -0.0015 -1.1125 -1.34 0.55 0.99
H 0.0763 2.0598 -0.3053 0.31 -0.16 -0.95

***

Record 5
21
Properties=species:S:1:pos:R:3:forces:R:3 method="wB97M-V/def2-TZVPD" orbital_gap_ev=9.81 energy_ev=-8391.440 relative_energy_kj_mol=113.8 homo_ev=-8.6254 lumo_energy_ev=1.181 total_charge=0 multiplicity=1 smiles=CCCCNCN
C -2.4368 0.7490 0.3911 0.42 1.37 -2.04
C -2.0808 -0.1608 -0.7903 0.23 -0.61 0.23
C -0.7317 0.0391 -1.5120 -0.57 0.74 0.28
C 0.4159 0.6015 -0.6684 0.46 0.03 0.03
N 1.4500 -0.4086 -0.4249 -0.36 -0.05 -0.14
C 2.1669 -0.2863 0.8337 -0.01 -0.89 -0.86
N 1.2758 -0.6122 1.9034 -0.83 0.83 1.08
H -3.4633 0.5371 0.6553 0.15 -0.43 1.12
H -2.5091 1.8027 0.0713 0.11 -0.12 -0.26
H -1.5957 0.7854 1.0709 -0.64 -0.57 1.00
H -2.8483 -0.0840 -1.5657 -0.14 -0.26 0.23
H -2.0836 -1.1756 -0.3762 -0.23 -0.05 -0.23
H -0.4111 -0.8939 -1.9671 0.03 -0.18 0.06
H -0.9570 0.7021 -2.3469 0.30 0.27 -0.07
H 0.1418 0.9346 0.3312 -0.44 -0.09 -0.13
H 0.7822 1.5154 -1.1582 0.36 -0.15 -0.04
H 2.0606 -0.5147 -1.2215 0.16 -0.03 0.13
H 2.9902 -1.0033 0.7838 0.35 0.15 -0.20
H 2.5740 0.7217 0.9477 0.03 0.11 0.51
H 1.5838 -0.4069 2.8390 0.21 0.12 -0.09
H 0.7200 -1.4524 1.9008 0.42 -0.16 -0.61

***

Record 6
44
Properties=species:S:1:pos:R:3:forces:R:3 method="wB97M-V/def2-TZVPD" orbital_gap_ev=8.41 energy_ev=-32202.422 relative_energy_kj_mol=136.9 homo_ev=-8.7370 lumo_energy_ev=-0.329 total_charge=0 multiplicity=1 smiles="COc1ccc(/C=C(/C#N)C(=O)Nc2cc(C)ccc2C)cc1C(=O)O"
C 6.1495 0.7609 0.2519 0.31 -0.09 -0.02
H 6.4265 0.1010 1.0793 -0.03 0.02 -0.04
O 4.7676 1.0361 0.2505 -0.29 -0.06 -0.01
C 3.8919 0.0309 0.1268 -0.29 -0.11 -0.04
C 4.2442 -1.3106 -0.0458 0.33 0.24 0.06
C 3.2785 -2.2800 -0.2012 -0.41 0.11 0.03
C 1.9140 -1.9682 -0.1787 0.49 0.30 0.08
C 1.5629 -0.6294 -0.0088 0.25 -0.04 0.00
C 2.5192 0.3621 0.1382 0.12 -0.11 0.01
C 2.0805 1.7641 0.3355 0.14 0.58 0.20
O 2.7145 2.6434 0.8548 -0.03 -0.06 0.02
O 0.8361 1.9713 -0.1372 -0.46 -0.15 -0.27
H 0.5592 2.8803 0.0568 0.27 -0.10 0.13
H 0.5302 -0.3284 0.0146 -0.04 0.09 -0.03
C 0.9552 -3.0353 -0.3596 -0.66 -0.19 0.04
C -0.3762 -2.9962 -0.1592 0.81 0.43 0.23
C -1.1820 -4.1144 -0.4405 -0.25 -0.66 -0.24
N -1.8742 -4.9963 -0.6890 -0.20 -0.25 -0.04
C -1.1593 -1.8474 0.4372 0.14 -0.11 -0.14
O -1.1788 -1.6341 1.6261 0.10 0.10 0.06
N -1.8478 -1.1481 -0.5004 -0.11 0.14 -0.29
C -2.5785 0.0382 -0.2292 -0.20 0.29 0.18
C -2.1994 1.1993 -0.8921 -0.10 -0.03 0.07
C -2.8488 2.3991 -0.6573 -0.03 -0.07 -0.01
C -3.8996 2.4098 0.2535 0.07 -0.03 -0.02
C -4.2887 1.2504 0.8940 0.06 0.03 -0.03
C -3.6456 0.0383 0.6675 0.08 -0.06 -0.08
C -4.0987 -1.2102 1.3520 0.06 -0.04 0.13
H -3.4046 -1.4684 2.1520 -0.06 -0.06 0.01
H -5.0892 -1.0752 1.7787 -0.08 -0.02 -0.02
H -4.1212 -2.0474 0.6551 -0.04 -0.08 0.00
H -5.1167 1.2782 1.5874 -0.09 -0.02 0.07
H -4.4189 3.3353 0.4554 -0.06 0.11 0.03
C -2.4358 3.6548 -1.3641 -0.08 -0.01 0.00
H -2.2987 4.4672 -0.6523 0.04 0.10 0.00
H -3.2087 3.9609 -2.0690 0.02 0.08 -0.08
H -1.5101 3.5057 -1.9143 0.07 0.05 -0.07
H -1.3713 1.1618 -1.5863 0.12 0.00 -0.04
H -1.6270 -1.3199 -1.4719 0.03 -0.12 0.17
H 1.3766 -3.9738 -0.7042 -0.09 -0.04 -0.02
H 3.5838 -3.3082 -0.3328 0.03 -0.10 -0.03
H 5.2824 -1.6016 -0.0611 0.09 0.02 -0.01
H 6.4722 0.3180 -0.6957 -0.03 0.01 0.05
H 6.6350 1.7261 0.3834 -0.01 -0.10 -0.01